(1)
Below is a single C5H7NO molecule, with properties calculated with the ωB97M-V functional and the def2-TZVPD basis.

Structure (XYZ):
```
14
Properties=species:S:1:pos:R:3:lowdin_charge:R:1
C -1.72 0.14 0.67 -0.046
C -0.47 -0.36 0.00 -0.223
C -0.31 -1.51 -0.69 -0.092
O 0.96 -1.65 -1.14 -0.009
C 1.64 -0.53 -0.74 -0.080
C 0.81 0.29 -0.03 -0.294
N 1.12 1.50 0.61 0.091
H -1.69 -0.03 1.75 0.084
H -2.61 -0.35 0.26 0.079
H -1.85 1.22 0.52 0.073
H -0.98 -2.32 -0.94 0.130
H 2.68 -0.48 -1.02 0.122
H 0.40 2.20 0.47 0.080
H 2.01 1.88 0.29 0.086
```

Results
**Kohn-Sham gap**: 0.332 Eh
**SMILES**: Cc1cocc1N
**Highest occupied orbital energy**: -8.042 eV
**DFT total energy**: -324.6948 hartree
**Energy above the lowest of the compared OMol25 structures with the same formula, charge and spin**: 0.8078 eV
**LUMO energy**: 0.979 eV



(2)
Below is C28H61B3CaF12N9O5 as an isolated structure in a non-equilibrium geometry, with properties calculated with the ωB97M-V functional and the def2-TZVPD basis.

Structure (XYZ):
```
119
Properties=species:S:1:pos:R:3:lowdin_charge:R:1
Ca -3.18 -2.33 -0.73 1.673
N -0.83 -0.69 0.09 -0.533
O -0.81 -1.12 -1.08 -0.035
O -1.93 -0.83 0.68 -0.097
O 0.07 0.06 0.52 -0.043
C 3.93 1.29 -5.43 -0.056
C 4.18 0.04 -4.61 -0.157
N 2.97 -0.76 -4.44 -0.059
C 1.94 -0.49 -3.57 -0.010
C 0.98 -1.40 -3.82 -0.017
N 1.32 -2.05 -4.99 -0.051
C 2.59 -1.72 -5.28 0.022
C 0.35 -2.84 -5.73 0.033
H 4.83 1.83 -5.72 0.091
H 3.38 2.06 -4.86 0.065
H 3.31 1.20 -6.33 0.091
H 4.59 0.29 -3.63 0.117
H 4.90 -0.62 -5.10 0.132
H 2.00 0.23 -2.77 0.120
H 0.01 -1.51 -3.36 0.112
H 3.13 -2.04 -6.16 0.178
H -0.48 -2.25 -6.10 0.117
H 0.09 -3.72 -5.15 0.102
H 0.75 -3.19 -6.69 0.111
C -0.32 5.03 4.16 -0.045
C 0.53 4.12 3.30 -0.181
N 0.22 4.24 1.89 -0.029
C 0.32 5.32 1.03 -0.003
C -0.06 4.93 -0.21 0.006
N -0.41 3.60 -0.11 -0.068
C -0.24 3.21 1.15 -0.030
C -1.05 2.79 -1.15 0.048
H -0.09 4.94 5.22 0.097
H -1.40 4.89 4.10 0.081
H -0.20 6.08 3.86 0.087
H 0.38 3.08 3.62 0.128
H 1.60 4.25 3.47 0.110
H 0.63 6.28 1.40 0.145
H -0.25 5.42 -1.16 0.147
H -0.41 2.17 1.42 0.141
H -1.48 3.37 -1.96 0.115
H -1.90 2.26 -0.72 0.110
H -0.30 2.06 -1.46 0.083
C -0.20 -7.61 -1.66 -0.049
C -0.74 -6.32 -1.08 -0.117
N 0.35 -5.30 -1.00 -0.005
C 0.99 -4.64 -2.01 -0.010
C 1.80 -3.69 -1.47 -0.016
N 1.55 -3.65 -0.11 -0.064
C 0.65 -4.61 0.10 -0.017
C 2.04 -2.66 0.78 0.000
H 0.25 -7.48 -2.64 0.079
H -1.08 -8.25 -1.79 0.095
H 0.34 -8.27 -0.98 0.090
H -1.19 -6.38 -0.09 0.123
H -1.41 -5.82 -1.78 0.130
H 0.87 -4.95 -3.04 0.133
H 2.49 -3.00 -1.92 0.120
H 0.20 -4.77 1.07 0.163
H 3.05 -2.88 1.12 0.106
H 1.43 -2.52 1.68 0.108
H 2.03 -1.70 0.25 0.074
C -2.01 0.34 3.97 0.009
N -3.49 0.40 4.29 -0.343
C -3.85 -0.95 4.89 0.049
C -3.76 1.49 5.29 0.031
C -4.20 0.57 2.97 -0.092
C -4.46 1.98 2.45 -0.163
O -3.35 2.90 2.59 -0.102
H -1.84 1.08 3.20 0.075
H -1.67 -0.63 3.62 0.106
H -1.47 0.59 4.88 0.107
H -3.64 -1.73 4.16 0.112
H -4.90 -0.88 5.16 0.120
H -3.19 -1.06 5.75 0.114
H -4.84 1.60 5.25 0.121
H -3.36 2.41 4.86 0.090
H -3.37 1.23 6.26 0.115
H -5.17 0.09 3.11 0.150
H -3.66 -0.05 2.27 0.105
H -5.33 2.45 2.91 0.136
H -4.69 1.85 1.39 0.121
H -3.77 3.76 2.67 0.095
C 4.36 3.04 2.40 0.052
N 4.04 2.51 1.00 -0.337
C 5.28 1.80 0.50 0.025
C 2.88 1.55 1.16 0.022
C 3.82 3.74 0.12 -0.087
C 3.53 3.48 -1.34 -0.184
O 2.34 2.68 -1.48 -0.093
H 3.52 3.67 2.66 0.082
H 5.23 3.68 2.24 0.117
H 4.57 2.16 3.00 0.120
H 6.11 2.46 0.32 0.124
H 5.01 1.30 -0.43 0.104
H 5.51 1.04 1.24 0.115
H 2.55 1.21 0.19 0.082
H 2.14 2.03 1.79 0.087
H 3.26 0.63 1.61 0.113
H 4.72 4.33 0.27 0.145
H 3.02 4.30 0.61 0.123
H 4.39 3.03 -1.84 0.123
H 3.27 4.40 -1.86 0.144
H 1.85 3.01 -2.23 0.091
B -2.38 -4.08 1.63 -1.281
F -2.49 -5.45 1.77 0.156
F -3.61 -3.47 1.83 0.143
F -1.31 -3.61 2.44 0.098
F -1.97 -3.81 0.30 -0.023
B -2.89 -2.53 -3.56 -1.322
F -2.21 -1.53 -4.29 0.112
F -3.84 -1.92 -2.78 0.062
F -3.45 -3.43 -4.46 0.148
F -1.99 -3.16 -2.72 0.079
B -5.30 -0.64 -0.23 -1.375
F -4.80 -1.54 0.71 0.033
F -4.17 0.01 -0.70 0.100
F -5.81 -1.45 -1.20 0.179
F -6.26 0.18 0.35 0.171
```

Results
**Kohn-Sham gap**: 0.350 Eh
**Highest occupied orbital energy**: -16.293 eV
**DFT total energy**: -3922.8930 hartree
**Charge**: +3
**LUMO energy**: -6.758 eV



(3)
Below is C39H25BeF3N4OSSi as an isolated structure, with properties calculated with the ωB97M-V functional and the def2-TZVPD basis.

Structure (XYZ):
```
75
Properties=species:S:1:pos:R:3:lowdin_charge:R:1
Be 0.87 -0.52 0.45 -0.043
S 6.39 -1.71 4.81 1.026
N 6.34 -1.63 3.20 -0.211
C 5.07 -1.48 2.87 -0.293
C 4.56 -1.36 1.51 -0.071
C 5.33 -1.39 0.34 0.027
C 4.69 -1.27 -0.87 -0.013
C 3.31 -1.12 -0.92 -0.040
N 2.58 -1.08 0.18 0.114
C 3.19 -1.20 1.37 -0.104
C 2.30 -1.13 2.52 -0.103
N 1.00 -0.94 2.22 0.117
C 0.12 -0.89 3.20 -0.046
C 0.49 -1.03 4.54 -0.012
C 1.82 -1.21 4.85 0.028
C 2.76 -1.26 3.82 -0.071
C 4.19 -1.44 3.99 -0.293
N 4.82 -1.56 5.15 -0.211
H 6.40 -1.51 0.42 0.125
H 5.26 -1.30 -1.80 0.115
H 2.77 -1.02 -1.85 0.136
H -0.91 -0.72 2.91 0.133
H -0.27 -0.99 5.31 0.115
H 2.15 -1.31 5.88 0.126
O -0.21 -1.25 -0.30 -0.235
Si -1.56 -1.57 -1.08 0.497
C -1.19 -1.90 -2.89 -0.220
C -0.09 -2.68 -3.25 -0.098
C 0.21 -2.94 -4.59 -0.097
C -0.60 -2.41 -5.59 -0.099
C -1.70 -1.63 -5.26 -0.089
C -1.99 -1.38 -3.92 -0.086
C -2.44 -3.08 -0.39 -0.220
C -2.47 -3.34 0.99 -0.090
C -3.21 -4.39 1.52 -0.094
C -3.94 -5.21 0.67 -0.098
C -3.93 -4.98 -0.70 -0.089
C -3.18 -3.93 -1.22 -0.089
C -2.77 -0.13 -0.98 -0.216
C -4.15 -0.30 -0.82 -0.089
C -5.00 0.80 -0.79 -0.093
C -4.49 2.09 -0.92 -0.096
C -3.12 2.27 -1.07 -0.092
C -2.27 1.18 -1.10 -0.081
H 0.54 -3.10 -2.47 0.100
H 1.07 -3.55 -4.84 0.096
H -0.37 -2.61 -6.63 0.098
H -2.32 -1.22 -6.04 0.100
H -2.85 -0.76 -3.67 0.100
H -1.89 -2.70 1.66 0.084
H -3.21 -4.57 2.59 0.097
H -4.52 -6.03 1.08 0.098
H -4.49 -5.63 -1.36 0.100
H -3.17 -3.77 -2.29 0.101
H -4.56 -1.29 -0.72 0.097
H -6.07 0.65 -0.67 0.098
H -5.16 2.94 -0.90 0.098
H -2.72 3.28 -1.17 0.090
H -1.20 1.33 -1.19 0.087
F 1.46 8.67 -0.85 0.135
C 0.77 8.17 0.19 -0.590
F -0.48 8.66 0.10 0.135
F 1.32 8.71 1.29 0.136
C 0.81 6.68 0.22 -0.134
C 2.04 6.04 0.18 -0.015
C 2.11 4.66 0.22 -0.022
C 0.95 3.89 0.32 -0.246
C -0.29 4.55 0.36 -0.016
C -0.36 5.93 0.32 -0.004
C 1.00 2.46 0.37 -0.104
C 0.99 1.24 0.42 0.051
H 2.94 6.63 0.10 0.123
H 3.07 4.17 0.19 0.114
H -1.19 3.95 0.44 0.101
H -1.32 6.43 0.35 0.118
```

Results
**Kohn-Sham gap**: 0.256 Eh
**Highest occupied orbital energy**: -8.213 eV
**DFT total energy**: -2797.7100 hartree
**LUMO energy**: -1.250 eV



(4)
Below is C61H50CsN8O3PS as an isolated structure in a non-equilibrium geometry, with properties calculated with the ωB97M-V functional and the def2-TZVPD basis.

Structure (XYZ):
```
125
Properties=species:S:1:pos:R:3:lowdin_charge:R:1
Cs -1.09 -0.24 -0.81 1.081
C 2.45 -1.68 3.91 -0.018
N 1.88 -2.17 2.66 -0.060
C 1.77 -1.46 1.49 -0.447
N 1.05 -2.12 0.61 0.079
C 0.68 -3.30 1.21 -0.167
C 1.14 -3.33 2.50 -0.116
C 0.95 -4.33 3.58 -0.189
C -0.33 -4.63 4.02 -0.011
C -0.52 -5.59 5.00 -0.067
C 0.56 -6.25 5.56 -0.086
C 1.85 -5.95 5.12 -0.082
C 2.04 -5.00 4.13 -0.050
C -0.11 -4.32 0.48 -0.145
C -0.97 -3.91 -0.53 -0.037
C -1.75 -4.83 -1.22 -0.053
C -1.66 -6.19 -0.91 -0.080
C -0.78 -6.60 0.08 -0.080
C -0.01 -5.68 0.77 -0.029
P 2.85 -0.02 1.20 1.165
C 1.86 1.47 1.53 -0.426
N 0.94 2.02 0.75 0.107
C 0.66 3.25 1.27 -0.183
C 1.35 3.43 2.45 -0.118
N 2.13 2.30 2.60 -0.055
C 3.11 2.10 3.66 -0.027
C 1.45 4.60 3.34 -0.176
C 1.69 5.86 2.80 -0.024
C 1.78 6.98 3.63 -0.071
C 1.63 6.85 5.00 -0.086
C 1.39 5.59 5.55 -0.078
C 1.30 4.48 4.72 -0.043
C -0.21 4.21 0.56 -0.178
C -1.10 5.05 1.23 -0.046
C -1.80 6.03 0.54 -0.083
C -1.63 6.17 -0.83 -0.089
C -0.77 5.32 -1.52 -0.074
C -0.07 4.34 -0.82 -0.028
C 3.04 0.01 -0.61 -0.425
N 2.15 0.14 -1.56 0.108
C 2.82 0.11 -2.74 -0.184
C 4.17 -0.06 -2.52 -0.117
N 4.31 -0.12 -1.15 -0.056
C 5.59 -0.22 -0.45 -0.029
C 5.31 -0.07 -3.46 -0.188
C 5.51 1.00 -4.33 -0.025
C 6.57 1.00 -5.22 -0.073
C 7.46 -0.07 -5.25 -0.087
C 7.27 -1.14 -4.39 -0.078
C 6.20 -1.15 -3.50 -0.042
C 2.07 0.22 -4.01 -0.156
C 0.89 0.95 -4.03 -0.046
C 0.14 1.07 -5.19 -0.070
C 0.57 0.46 -6.36 -0.087
C 1.75 -0.28 -6.35 -0.077
C 2.50 -0.40 -5.19 -0.029
H 1.86 -0.85 4.30 0.090
H 3.47 -1.34 3.75 0.075
H 2.45 -2.47 4.64 0.081
H -1.18 -4.12 3.58 0.128
H -1.53 -5.82 5.34 0.107
H 0.41 -7.00 6.33 0.102
H 2.70 -6.47 5.55 0.102
H 3.04 -4.79 3.77 0.119
H -1.06 -2.87 -0.77 0.006
H -2.43 -4.49 -1.99 0.103
H -2.27 -6.91 -1.44 0.101
H -0.69 -7.66 0.32 0.100
H 0.68 -6.02 1.53 0.110
H 3.52 3.06 3.95 0.094
H 3.91 1.46 3.30 0.058
H 2.66 1.63 4.53 0.085
H 1.81 5.97 1.73 0.124
H 1.96 7.95 3.19 0.106
H 1.69 7.72 5.64 0.103
H 1.26 5.48 6.62 0.104
H 1.08 3.51 5.16 0.115
H -1.23 4.94 2.30 0.120
H -2.48 6.68 1.07 0.104
H -2.18 6.94 -1.37 0.102
H -0.65 5.42 -2.59 0.105
H 0.62 3.69 -1.34 0.110
H 6.38 0.12 -1.10 0.088
H 5.80 -1.24 -0.14 0.094
H 5.57 0.41 0.44 0.064
H 4.81 1.83 -4.31 0.125
H 6.71 1.84 -5.90 0.105
H 8.29 -0.07 -5.94 0.102
H 7.95 -1.99 -4.42 0.104
H 6.04 -2.00 -2.85 0.120
H 0.56 1.44 -3.12 0.082
H -0.78 1.63 -5.18 0.107
H -0.01 0.54 -7.27 0.101
H 2.09 -0.77 -7.26 0.102
H 3.40 -1.00 -5.18 0.113
C -7.52 3.75 -0.46 -0.047
C -6.21 3.11 -0.82 -0.269
C -6.15 2.10 -1.78 -0.027
C -4.92 1.54 -2.10 -0.136
N -3.77 1.94 -1.55 0.049
C -3.83 2.90 -0.63 -0.135
C -5.02 3.50 -0.24 -0.025
H -8.35 3.05 -0.56 0.078
H -7.72 4.60 -1.11 0.084
H -7.50 4.12 0.57 0.077
H -7.05 1.73 -2.25 0.112
H -4.85 0.74 -2.82 0.109
H -2.90 3.18 -0.15 0.090
H -5.01 4.27 0.53 0.109
O -3.25 -1.92 -2.80 -0.010
C -3.76 -1.99 -1.67 -0.607
N -3.33 -1.31 -0.59 -0.422
S -4.10 -1.72 0.76 0.572
O -4.77 -0.58 1.35 -0.312
O -3.23 -2.47 1.63 -0.323
C -5.27 -2.82 -0.01 -0.204
C -6.32 -3.54 0.52 -0.036
C -7.04 -4.35 -0.36 -0.077
C -6.72 -4.41 -1.71 -0.072
C -5.65 -3.67 -2.22 -0.009
C -4.94 -2.87 -1.35 -0.143
H -6.57 -3.49 1.57 0.120
H -7.87 -4.93 0.02 0.102
H -7.30 -5.05 -2.37 0.101
H -5.38 -3.71 -3.27 0.121
```

Results
**Kohn-Sham gap**: 0.291 Eh
**Highest occupied orbital energy**: -7.792 eV
**DFT total energy**: -3778.0855 hartree
**LUMO energy**: 0.114 eV